Here is a 6-piece molecular cluster, C48H52BO2S overall from OMol25. Energies are from ωB97M-V with the def2-TZVPD basis set.

The frontier orbital gap comes out at 0.2459 Ha. The LUMO energy is 0.082 hartree. The value obtained for the HOMO energy is -0.164 Eh.

```
! RIJCOSX wB97M-V def2-TZVPD def2/J DEFGRID3
* xyz -1 1
S -0.57 -1.12 0.93
O 2.01 2.16 0.52
O 1.29 0.61 2.35
C 0.24 0.53 1.29
C -1.05 -4.13 5.93
C -6.25 -2.91 0.01
C 6.26 -0.25 -0.50
C -3.60 -2.57 -3.65
C 4.87 1.98 -2.55
C 3.91 0.82 -1.87
C 2.31 0.85 -2.25
C -2.51 3.92 -5.55
C -0.62 4.72 -1.90
C 4.14 -4.13 6.67
C 4.64 -0.27 -0.89
C 6.06 -5.92 7.61
C -3.65 -3.31 -5.95
C -0.56 6.38 -1.95
C -1.84 5.95 -6.66
C -5.83 -2.31 1.19
C -3.03 5.96 -7.37
C -0.28 -1.96 4.36
C -2.01 -3.24 5.46
C 6.48 2.00 -2.19
C -2.97 -1.39 -4.05
C 3.75 -5.21 7.46
C 0.68 -2.86 4.83
C -5.35 -3.62 -0.78
C 1.31 0.29 -1.06
C -0.04 4.81 0.85
C -0.36 3.88 -0.47
C -4.50 -2.43 1.59
C -3.71 3.92 -6.26
C 0.84 1.43 0.02
C 0.29 -3.95 5.62
C -3.97 4.94 -7.18
C -1.63 -2.16 4.67
C -0.24 7.31 -0.61
C 6.44 -4.83 6.83
C 4.71 -6.11 7.93
C -4.02 -3.74 -0.38
C -3.95 -3.52 -4.61
C 7.19 0.93 -1.16
C -2.67 -1.17 -5.39
C -3.01 -2.13 -6.35
C -1.58 4.93 -5.74
C -3.59 -3.14 0.81
C 0.02 6.47 0.79
C -0.48 2.25 -0.52
C 5.48 -3.93 6.36
C 0.20 4.12 2.32
B 2.45 1.27 1.65
H 0.02 -1.11 3.75
H -3.31 -4.29 -0.99
H -2.31 3.12 -4.83
H 2.70 -5.36 7.70
H 4.41 -6.95 8.55
H -7.29 -2.82 -0.31
H -1.35 -4.98 6.55
H -3.06 -3.39 5.71
H 0.26 7.12 1.76
H -3.83 -2.74 -2.61
H -2.18 -0.25 -5.70
H -0.23 8.50 -0.67
H 3.09 0.30 1.36
H -1.11 6.75 -6.81
H 4.01 -1.11 -0.37
H -0.61 1.96 -1.67
H -2.56 -3.23 1.12
H -6.53 -1.75 1.80
H -3.92 -4.06 -6.70
H 4.41 2.76 -3.28
H 3.02 1.76 2.56
H 1.04 -4.65 5.98
H -0.89 4.18 -2.91
H -5.68 -4.09 -1.70
H 7.49 -4.68 6.58
H -0.78 6.94 -2.97
H -0.65 1.12 1.83
H -2.78 -1.97 -7.39
H 1.73 -2.71 4.59
H 2.15 0.11 -3.17
H -0.13 4.94 3.12
H 6.81 -6.62 7.98
H -2.70 -0.64 -3.30
H -4.90 4.95 -7.74
H 8.35 1.02 -0.91
H -4.46 -4.44 -4.30
H -0.47 3.18 2.51
H -2.38 -1.46 4.30
H 1.99 1.92 -2.66
H -1.49 1.95 0.00
H 6.70 -1.07 0.23
H -1.62 -0.78 0.01
H 1.85 -0.64 -0.59
H 3.39 -3.43 6.30
H -4.44 3.13 -6.11
H 5.78 -3.09 5.75
H 0.32 -0.08 -1.62
H -0.64 4.92 -5.19
H 7.13 2.84 -2.70
H -4.17 -1.97 2.52
H -3.24 6.76 -8.08
H 1.35 3.95 2.50
*
```